Entry 1:
{
  "formula": "C23H29AsN4RuSSi2",
  "method": "ωB97M-V/def2-TZVPD",
  "e_above_lowest_kcal_mol": 98.46,
  "spin_multiplicity": 2,
  "e_homo_ev": [-9.6, -9.4],
  "s_squared": 0.873,
  "total_charge": 1,
  "energy_ev": -120287.622,
  "e_lumo_ev": [-4.1, -3.8],
  "species": ["Ru", "As", "S", "Si", "Si", "N", "N", "N", "N", "C", "C", "C", "C", "C", "C", "C", "C", "C", "C", "C", "C", "C", "C", "C", "C", "C", "C", "C", "C", "C", "C", "C", "H", "H", "H", "H", "H", "H", "H", "H", "H", "H", "H", "H", "H", "H", "H", "H", "H", "H", "H", "H", "H", "H", "H", "H", "H", "H", "H", "H", "H"],
  "positions_angstrom": [[0.061, -0.302, 0.310], [-0.267, 0.096, 2.770], [4.212, -6.668, -0.673], [-0.450, 1.333, 4.866], [-1.723, -1.757, 2.825], [3.327, -5.887, -1.771], [2.159, -1.109, 0.666], [4.182, -5.536, 0.474], [0.629, -1.894, -1.452], [-3.533, -1.339, 2.373], [2.065, -3.777, -1.872], [-1.684, 1.593, 0.268], [1.676, -2.663, -1.090], [2.969, -4.710, -1.277], [3.247, -3.268, 0.736], [-0.453, 2.294, 0.232], [-1.763, 0.793, -0.900], [-0.604, 1.049, -1.675], [2.816, -0.788, 1.784], [0.287, 3.057, 4.482], [3.477, -4.502, 0.041], [2.368, -2.338, 0.134], [3.864, -2.930, 1.938], [-2.245, 1.507, 5.502], [0.223, 1.940, -0.954], [3.645, -1.663, 2.462], [0.039, -2.130, -2.612], [0.644, 0.307, 6.053], [1.467, -3.974, -3.116], [-1.659, -2.688, 4.486], [-1.019, -2.849, 1.411], [0.454, -3.120, -3.499], [0.367, 3.672, 5.374], [-2.846, 2.118, 4.833], [1.144, 2.373, -1.310], [-2.733, 0.544, 5.618], [-4.138, -2.241, 2.395], [2.691, 0.233, 2.132], [1.784, -4.804, -3.727], [-3.611, -0.907, 1.378], [-3.965, -0.636, 3.079], [0.236, -0.691, 6.184], [-0.818, -1.516, -2.853], [4.516, -3.641, 2.417], [-2.632, 0.235, -1.219], [0.723, 0.759, 7.035], [-0.436, 0.732, -2.692], [0.051, -3.026, 1.556], [-0.128, 3.034, 0.948], [-2.472, 1.737, 0.994], [-2.185, -3.633, 4.402], [1.285, 2.973, 4.055], [1.650, 0.208, 5.653], [-0.338, 3.598, 3.774], [-2.142, -2.110, 5.267], [-1.173, -2.342, 0.436], [-1.503, -3.818, 1.339], [-2.253, 1.992, 6.473], [4.129, -1.337, 3.369], [-0.041, -3.235, -4.448], [-0.642, -2.898, 4.803]],
  "mulliken_spin": [0.665, 0.237, 0.000, -0.004, -0.008, 0.000, 0.001, 0.000, 0.029, 0.007, 0.000, 0.061, -0.032, 0.001, -0.001, -0.061, -0.028, 0.009, 0.002, 0.003, 0.000, 0.014, 0.001, -0.003, 0.050, 0.000, -0.007, 0.014, -0.002, 0.011, 0.037, 0.002, 0.000, 0.001, 0.002, 0.000, 0.001, -0.002, 0.000, -0.002, 0.000, -0.001, 0.001, 0.000, 0.001, 0.001, 0.006, -0.007, 0.002, 0.008, 0.001, 0.000, -0.003, 0.000, -0.002, -0.013, 0.007, -0.001, 0.000, 0.000, 0.001]
}

***

Entry 2:
{
  "formula": "C2H5NO2",
  "method": "ωB97M-V/def2-TZVPD",
  "e_above_lowest_kcal_mol": 117.88,
  "smiles": "C=CO.N=O",
  "e_homo_ev": [-9.1, -9.1],
  "energy_ev": -7735.639,
  "e_lumo_ev": [-0.4, -0.4],
  "species": ["O", "O", "N", "C", "C", "H", "H", "H", "H", "H"],
  "positions_angstrom": [[-1.360, 1.302, 1.931], [1.361, -0.679, 0.849], [-0.353, 1.415, 1.248], [0.163, -0.661, 0.275], [0.064, -0.263, -1.038], [-0.911, -0.272, -1.595], [1.299, -0.652, 1.802], [-0.858, -0.853, 0.739], [-0.467, 1.824, 0.355], [0.970, -0.143, -1.564]],
  "lowdin_charge": [-0.057, 0.014, 0.007, -0.358, 0.001, 0.075, 0.105, 0.133, 0.041, 0.040]
}

***

Entry 3:
{
  "formula": "C20H24N4O3S",
  "method": "ωB97M-V/def2-TZVPD",
  "e_above_lowest_kcal_mol": 6.89,
  "smiles": "COc1ccc2[nH]c3c(=O)n(CCCCC(=O)N4CCCC4)c(=S)[nH]c3c2c1",
  "e_homo_ev": -7.6,
  "energy_ev": -44069.651,
  "e_lumo_ev": 0.3,
  "species": ["S", "O", "O", "O", "N", "N", "N", "N", "C", "C", "C", "C", "C", "C", "C", "C", "C", "C", "C", "C", "C", "C", "C", "C", "C", "C", "C", "C", "H", "H", "H", "H", "H", "H", "H", "H", "H", "H", "H", "H", "H", "H", "H", "H", "H", "H", "H", "H", "H", "H", "H", "H"],
  "positions_angstrom": [[2.841, 0.828, -1.719], [-0.288, 0.685, 5.567], [-1.141, -0.742, -1.110], [-1.747, 2.609, -2.264], [0.560, -2.182, -1.303], [1.146, 1.221, 0.191], [0.356, 1.764, -1.948], [-2.210, 2.195, 0.661], [-1.087, 1.974, -0.087], [0.824, -2.176, 0.128], [1.604, -2.902, -2.016], [-0.587, 1.434, 2.053], [-1.050, 0.697, 6.750], [2.535, -3.420, -0.917], [1.357, 1.290, -1.149], [-0.058, 1.043, 3.280], [-2.209, 1.506, 4.293], [-0.874, 1.081, 4.399], [-1.940, 1.861, 1.956], [2.325, -2.415, 0.212], [0.610, 1.872, -3.377], [-0.436, -1.442, -1.823], [0.558, 0.522, -4.094], [-0.072, 1.515, 0.733], [-0.917, 2.152, -1.502], [-0.691, -1.558, -3.318], [-0.803, -0.183, -3.981], [-2.747, 1.895, 3.085], [3.568, -3.469, -1.253], [0.071, -2.153, -3.817], [1.909, 0.876, 0.757], [-3.099, 2.464, 0.276], [-0.156, 2.540, -3.776], [0.480, -1.238, 0.562], [-2.837, 1.532, 5.168], [-1.236, -0.310, -4.974], [-3.776, 2.217, 3.022], [2.223, -4.415, -0.594], [2.638, -2.792, 1.183], [-0.378, 0.348, 7.533], [0.963, 0.713, 3.383], [-1.651, -2.074, -3.417], [0.271, -2.995, 0.604], [-1.909, 0.021, 6.685], [2.868, -1.496, -0.013], [-1.495, 0.423, -3.398], [-1.396, 1.706, 6.997], [0.805, 0.707, -5.141], [1.189, -3.719, -2.613], [1.599, 2.318, -3.514], [1.344, -0.113, -3.684], [2.146, -2.217, -2.677]],
  "lowdin_charge": [0.699, -0.093, 0.062, 0.085, -0.035, 0.107, 0.016, 0.166, -0.110, -0.138, -0.156, -0.083, -0.095, -0.159, -0.752, 0.062, -0.018, -0.273, -0.186, -0.173, -0.172, -0.449, -0.173, -0.131, -0.362, -0.092, -0.167, 0.000, 0.112, 0.100, 0.138, 0.171, 0.126, 0.100, 0.101, 0.111, 0.114, 0.112, 0.111, 0.093, 0.123, 0.128, 0.133, 0.095, 0.065, 0.098, 0.095, 0.116, 0.121, 0.098, 0.053, 0.108]
}